Record 1
Density functional theory data (wB97M-V/def2-TZVPD) for a structure of composition C3H11NO5P2.

XYZ file:
```
22
Properties=species:S:1:pos:R:3:forces:R:3:mulliken_charge:R:1
C 2.392646 -2.229411 0.102846 -0.38 0.03 1.13 -0.865
C 1.737751 -0.786202 0.526371 -0.33 -0.27 1.17 -0.030
N 1.720810 0.250515 -0.588220 3.75 -2.81 -0.12 -0.371
O 0.475842 0.672611 -0.870906 -4.09 3.52 0.43 -0.153
P 0.033553 2.081577 0.071873 0.74 0.21 6.38 1.017
O 0.423669 1.942568 1.630307 -0.89 0.37 -6.36 -0.605
O 0.687560 3.583744 -0.521104 -0.21 -3.10 0.67 -0.543
O -1.742701 2.108756 0.066980 2.55 -1.48 -1.29 -0.415
P -2.137284 0.424300 0.471234 0.66 -1.60 1.62 0.470
C -2.694759 -0.458438 -1.149948 -1.25 0.31 -1.06 -0.813
O -3.425991 0.448631 1.664339 0.75 -0.50 -1.51 -0.552
H 1.801471 -3.065521 0.703966 1.30 1.71 -1.36 0.252
H 3.499070 -2.242822 0.510369 -2.17 -0.15 -1.29 0.244
H 2.295206 -2.472665 -1.038512 0.36 0.53 2.15 0.316
H 2.382683 -0.330999 1.395056 -1.46 -0.94 -1.59 0.232
H 0.623620 -0.899450 0.898024 2.31 0.17 -0.72 0.056
H 2.010272 -0.300354 -1.451937 -0.52 1.25 1.21 0.247
H 1.657917 3.648290 -0.214887 -2.14 -0.49 -0.36 0.368
H -1.760480 -0.545813 -1.855478 -1.71 0.42 1.54 0.231
H -3.568822 0.078833 -1.712675 1.62 -1.04 0.86 0.294
H -3.044477 -1.556474 -0.916228 0.70 2.23 -0.07 0.286
H -3.367557 -0.351677 2.278531 0.43 1.63 -1.45 0.335
```
Forces are in eV/Å.

## Properties
* Kohn-Sham gap: 8.356 eV
* multiplicity: 1
* calculated total energy: -33592.2482 eV

---

Record 2
Density functional theory data (wB97M-V/def2-TZVPD) for a cluster of 2 separate species, C3H11NOS in total.

XYZ file:
```
17
Properties=species:S:1:pos:R:3:forces:R:3:mulliken_charge:R:1
N 1.209784 1.094323 -0.208564 0.33 0.09 -0.15 -0.597
C 0.979661 -0.318259 -0.548243 -0.24 0.40 0.66 -0.581
C -0.115748 -0.477559 -1.596534 0.17 -0.09 0.44 -0.443
C -0.116648 -1.843133 -2.285374 -0.59 0.21 -0.61 -0.713
S -1.597623 -2.873935 -1.924394 0.63 -0.20 0.33 -0.220
H 2.200301 1.259642 -0.093654 -0.03 0.11 -0.01 0.212
H 0.770711 1.390543 0.655237 -0.08 -0.23 -0.13 0.225
H 1.918598 -0.783674 -0.824205 0.21 0.04 -0.45 0.448
H 0.670122 -0.851492 0.349464 -0.08 -0.33 0.09 0.257
H -1.041443 -0.326394 -1.053609 -0.40 -0.07 -0.04 0.287
H -0.087220 0.338637 -2.312212 0.36 0.03 -0.20 0.340
H 0.801720 -2.409949 -2.118263 -0.27 -0.13 0.27 0.380
H -0.185003 -1.701513 -3.360957 0.27 0.04 -0.09 0.293
H -2.435798 -2.001756 -2.472107 -0.25 0.14 -0.11 0.113
O -0.614721 3.215215 6.056172 -0.59 0.25 0.15 -0.641
H -0.934488 2.635974 5.357383 0.06 -0.03 -0.01 0.318
H -1.422198 3.653337 6.379856 0.53 -0.22 -0.14 0.324
```
Forces are in eV/Å.

## Properties
* Kohn-Sham gap: 9.682 eV
* SMILES: NCCCS.O
* multiplicity: 1
* calculated total energy: -17661.7411 eV